{"formula": "C19H21N6OPdS2", "method": "wB97M-V/def2-TZVPD", "homo_ev": -10.9904, "molar_mass_g_mol": 519.972, "total_charge": 1, "e_above_lowest_ev": 0.000, "species": ["Pd", "N", "C", "S", "N", "N", "C", "C", "C", "C", "C", "C", "N", "H", "H", "H", "H", "H", "H", "H", "O", "S", "C", "C", "C", "C", "C", "C", "C", "C", "C", "C", "C", "C", "H", "H", "H", "H", "H", "H", "H", "H", "H", "H", "N", "N", "H", "H", "H", "H"], "positions_angstrom": [[-1.92984, -0.79143, -0.23605], [-1.56979, -2.09166, 3.77205], [-1.79686, -1.90345, 2.46697], [-2.33239, -0.30128, 1.96224], [-1.62519, -2.94473, 1.66736], [-1.87498, -2.63492, 0.38500], [-1.99296, -3.53366, -0.52885], [-2.19433, -3.05627, -1.89734], [-2.37462, -3.92419, -2.96138], [-2.59203, -3.40311, -4.22902], [-2.63140, -2.02974, -4.39710], [-2.43449, -1.21760, -3.29065], [-2.21591, -1.70862, -2.07762], [-1.80435, -1.36989, 4.42942], [-1.44985, -3.03363, 4.10807], [-1.93523, -4.58320, -0.26788], [-2.34767, -4.99168, -2.79294], [-2.73478, -4.06502, -5.07221], [-2.80828, -1.58306, -5.36435], [-2.47095, -0.13802, -3.36741], [0.69396, -0.50916, 0.08465], [1.72748, 0.46538, -0.39440], [3.14949, 0.25771, 0.67201], [4.37372, 0.76451, 0.26697], [5.47183, 0.60645, 1.09902], [5.33440, -0.06346, 2.30723], [4.10305, -0.57971, 2.68954], [2.99650, -0.42104, 1.86909], [1.18152, 2.08070, 0.17201], [0.32536, 2.17406, 1.25856], [-0.13420, 3.42476, 1.64524], [0.27185, 4.56200, 0.95489], [1.12890, 4.45469, -0.13101], [1.58155, 3.20483, -0.53510], [4.47539, 1.27038, -0.68606], [6.43534, 0.99562, 0.79907], [6.19497, -0.19278, 2.94991], [4.00631, -1.11126, 3.62680], [2.02878, -0.82896, 2.13247], [0.00809, 1.27638, 1.77191], [-0.80580, 3.51044, 2.48965], [-0.08338, 5.53581, 1.26516], [1.43885, 5.34062, -0.66887], [2.23614, 3.10605, -1.39324], [-3.13056, 1.66045, -1.54269], [-1.94776, 1.20891, -0.87019], [-3.13572, 2.67478, -1.57826], [-3.92710, 1.36155, -0.99347], [-1.70987, 1.76664, -0.04940], [-1.17317, 1.30877, -1.51981]], "nbo_charge": [0.769, -0.760, 0.323, -0.222, -0.409, -0.169, 0.034, 0.159, -0.208, -0.129, -0.237, 0.069, -0.468, 0.413, 0.417, 0.228, 0.240, 0.239, 0.243, 0.226, -1.019, 1.254, -0.183, -0.238, -0.196, -0.186, -0.195, -0.234, -0.189, -0.277, -0.211, -0.197, -0.188, -0.246, 0.222, 0.227, 0.226, 0.224, 0.242, 0.257, 0.229, 0.229, 0.229, 0.228, -0.656, -0.625, 0.359, 0.371, 0.395, 0.388]}

=====

{"formula": "C19H21NO4S2", "method": "wB97M-V/def2-TZVPD", "homo_ev": -7.2786, "molar_mass_g_mol": 391.514, "total_charge": 0, "e_above_lowest_ev": 3.932, "species": ["C", "C", "C", "C", "C", "C", "S", "O", "O", "C", "C", "C", "C", "C", "C", "C", "C", "S", "O", "O", "H", "H", "H", "H", "H", "H", "H", "H", "H", "H", "C", "C", "C", "N", "C", "C", "H", "H", "H", "H", "H", "H", "H", "H", "H", "H", "H"], "positions_angstrom": [[0.82516, 5.75191, -1.36828], [1.58766, 4.59932, -1.19437], [0.96949, 3.46069, -0.69344], [-0.38293, 3.44763, -0.39991], [-1.16499, 4.58179, -0.61192], [-0.54431, 5.73918, -1.08441], [-1.03039, 1.89759, 0.23909], [-1.32949, 2.00669, 1.65291], [-2.03407, 1.39110, -0.68874], [0.47222, 0.93713, 0.04186], [0.41332, -0.39634, -0.15053], [1.61531, -1.18106, -0.36068], [2.78422, -0.91979, 0.40310], [4.00500, -1.48588, 0.04668], [4.08691, -2.34327, -1.05724], [2.92359, -2.70306, -1.74658], [1.69070, -2.16417, -1.37616], [1.87825, 1.92679, -0.43623], [2.37540, 1.50400, -1.72582], [2.76046, 2.10885, 0.69751], [1.31466, 6.65320, -1.72962], [2.64739, 4.55826, -1.43092], [-2.23292, 4.53894, -0.40401], [-1.13676, 6.63853, -1.23232], [-0.63935, -0.78661, -0.47456], [2.72642, -0.28906, 1.29180], [4.89558, -1.22963, 0.62293], [5.05500, -2.73737, -1.36673], [2.97269, -3.39531, -2.59081], [0.78220, -2.41938, -1.92975], [-2.76106, -3.33738, 1.84853], [-3.17570, -3.11007, 0.39685], [-2.03865, -2.48416, -0.39091], [-1.55377, -1.22392, 0.27498], [-1.17235, -1.39959, 1.71055], [-2.33610, -2.01628, 2.47792], [-3.59148, -3.77154, 2.40625], [-1.93379, -4.05737, 1.89415], [-3.45746, -4.05342, -0.08292], [-4.05708, -2.45344, 0.36070], [-1.16996, -3.15234, -0.46551], [-2.35051, -2.21081, -1.40770], [-2.29815, -0.51069, 0.20487], [-0.28034, -2.03933, 1.72868], [-0.90853, -0.41019, 2.10592], [-3.17535, -1.30628, 2.47674], [-2.02614, -2.15391, 3.51805]], "nbo_charge": [-0.183, -0.208, -0.198, -0.332, -0.167, -0.195, 2.153, -0.913, -0.940, -0.693, -0.105, -0.130, -0.197, -0.197, -0.198, -0.236, -0.125, 2.158, -0.905, -0.920, 0.227, 0.241, 0.237, 0.226, 0.350, 0.236, 0.218, 0.216, 0.216, 0.201, -0.400, -0.411, -0.221, -0.653, -0.240, -0.407, 0.214, 0.198, 0.211, 0.201, 0.194, 0.211, 0.406, 0.202, 0.237, 0.204, 0.215]}

=====

{"formula": "C19H21NOS", "method": "wB97M-V/def2-TZVPD", "homo_ev": -8.1553, "molar_mass_g_mol": 311.450, "total_charge": 0, "e_above_lowest_ev": 2.858, "species": ["O", "C", "C", "C", "C", "C", "C", "C", "C", "C", "C", "C", "C", "N", "S", "C", "C", "C", "C", "C", "C", "C", "H", "H", "H", "H", "H", "H", "H", "H", "H", "H", "H", "H", "H", "H", "H", "H", "H", "H", "H", "H", "H"], "positions_angstrom": [[-0.41821, 4.22770, -3.05201], [2.16616, 0.57502, 3.33067], [2.95105, -0.56692, 3.60116], [-2.57416, 1.70357, -0.85507], [-0.28744, 1.61163, -1.45729], [-2.34656, 0.63450, 0.11529], [-0.10665, 0.52305, -0.55310], [0.89506, 0.48425, 2.75789], [2.57356, -1.79927, 3.09232], [-1.49884, 2.31429, -1.55014], [-1.13430, 0.10829, 0.30989], [0.53699, -0.72425, 2.12623], [1.42984, -1.85335, 2.28110], [-0.24274, -3.41662, 1.45954], [-1.75117, 3.79103, -2.71842], [-2.22288, 4.99481, -1.50153], [-0.78649, -0.90533, 1.30759], [-0.81739, -2.32247, 0.65568], [-0.49583, -4.71026, 0.88018], [1.19354, -3.26178, 1.75643], [0.71517, -5.27904, 0.42079], [1.79420, -4.24578, 0.62067], [2.52536, 1.52516, 3.68067], [3.92164, -0.53879, 4.19189], [-3.60993, 2.05838, -0.97421], [0.60743, 2.03406, -1.90464], [-3.18525, 0.25364, 0.57315], [0.85028, 0.24475, -0.39797], [0.27999, 1.39761, 2.65311], [3.18064, -2.63184, 3.29279], [-2.42209, 4.59920, -0.54674], [-3.08326, 5.48713, -1.70734], [-1.53348, 5.71979, -1.47591], [-1.60013, -0.72074, 1.96234], [-1.88815, -2.55226, 0.56806], [-0.50605, -2.32664, -0.42166], [-1.28882, -4.68585, 0.09057], [-0.82662, -5.24008, 1.67197], [1.22539, -3.91832, 2.62926], [0.70023, -5.60792, -0.63284], [1.01845, -6.16166, 0.95215], [2.61009, -4.77481, 1.08096], [2.00174, -3.66714, -0.23913]], "nbo_charge": [-0.983, -0.211, -0.207, -0.205, -0.221, -0.209, -0.136, -0.214, -0.195, -0.255, -0.020, 0.011, -0.023, -0.433, 1.307, -0.835, -0.275, -0.207, -0.233, -0.067, -0.430, -0.394, 0.212, 0.216, 0.212, 0.235, 0.207, 0.200, 0.224, 0.211, 0.235, 0.225, 0.246, 0.221, 0.203, 0.170, 0.197, 0.198, 0.187, 0.216, 0.204, 0.211, 0.207]}